This record from the Open Molecules 2025 dataset describes a gas-phase ion, C8H12ClFNO2 (charge +1). The level of theory is ωB97M-V/def2-TZVPD.

Its largest force on an atom is 0.0766 hartree/bohr. Its gap between HOMO and LUMO is 8.48 eV. As for the total charge: +1. The value obtained for the energy above the lowest of the compared OMol25 structures with the same formula, charge and spin is 30.7 kcal per mole.

XYZ file:
```
25
C8H12ClFNO2 (ωB97M-V/def2-TZVPD)
C -3.342 1.295 0.634
O -2.800 -0.010 0.429
C -1.763 -0.467 -0.242
Cl -0.920 0.841 -1.164
C -1.445 -1.755 -0.249
C -0.271 -2.376 -0.641
C 0.951 -1.925 -0.370
C 1.054 -1.062 0.734
F 0.288 -1.319 1.828
C 1.487 0.200 0.824
N 1.053 0.983 1.955
O 2.075 1.035 -0.075
C 2.814 0.520 -1.267
H -2.981 1.879 -0.132
H -2.902 1.642 1.540
H -4.411 1.210 0.760
H -2.196 -2.343 0.229
H -0.279 -3.272 -1.288
H 1.747 -2.587 -0.405
H 0.111 1.352 1.839
H 1.695 1.756 2.152
H 1.055 0.420 2.778
H 2.440 -0.554 -1.234
H 3.864 0.656 -0.963
H 2.583 1.137 -2.117
```

=====

This record from the Open Molecules 2025 dataset describes a molecular structure, C17H24CuF5N3NbOS. The level of theory is ωB97M-V/def2-TZVPD.

Its largest force on an atom is 0.1067 hartree/bohr. Its gap between HOMO and LUMO (alpha / beta) is 7.03 / 7.04 eV. As for the total charge: +2. The value obtained for the energy above the lowest of the compared OMol25 structures with the same formula, charge and spin is 16.8 kcal per mole.

XYZ file:
```
53
C17H24CuF5N3NbOS (ωB97M-V/def2-TZVPD)
N -1.537 -0.325 0.354
C -2.437 -1.032 -0.123
O -3.385 -1.670 -0.464
Cu -0.584 1.670 1.982
Nb 0.617 -0.076 0.535
N 0.579 1.664 -0.427
N 1.111 -1.554 -0.741
C 0.026 2.407 -1.568
C 0.541 -2.545 -1.664
C 0.276 3.894 -1.351
C 0.629 2.022 -2.938
C -1.487 2.173 -1.630
C -0.121 -3.635 -0.810
C 1.610 -3.161 -2.560
C -0.491 -1.872 -2.561
H -0.065 4.190 -0.360
H -0.268 4.496 -2.084
H 1.327 4.156 -1.442
H 1.697 2.253 -2.996
H 0.131 2.601 -3.740
H 0.504 0.953 -3.159
H -1.730 1.117 -1.858
H -1.921 2.810 -2.429
H -1.958 2.481 -0.676
H 0.638 -4.130 -0.189
H -0.572 -4.387 -1.473
H -0.903 -3.218 -0.155
H 2.315 -3.775 -1.995
H 2.146 -2.386 -3.113
H 1.112 -3.811 -3.284
H -0.885 -2.631 -3.250
H -0.036 -1.065 -3.151
H -1.352 -1.488 -2.006
C 2.017 1.920 -0.229
H 2.527 1.206 0.449
H 2.590 1.888 -1.172
H 2.170 2.882 0.289
C 2.459 -1.869 -0.232
H 2.706 -1.283 0.669
H 2.526 -2.925 0.052
H 3.232 -1.667 -0.983
F -3.735 0.541 5.764
C -2.612 0.437 5.007
C -1.874 1.585 4.693
F -2.280 2.797 5.120
C -0.605 1.463 4.082
F 0.226 2.594 3.995
C -0.132 0.169 3.593
S 1.494 0.029 2.801
C -0.899 -0.957 3.983
F -0.471 -2.211 3.692
C -2.112 -0.807 4.645
F -2.754 -1.920 5.110
```

=====

This record from the Open Molecules 2025 dataset describes a molecular structure, C10H9ClCuN11O4Se. The level of theory is ωB97M-V/def2-TZVPD.

The multiplicity is 2. Its largest force on an atom is 0.0064 hartree/bohr. Its gap between HOMO and LUMO (alpha / beta) is 8.43 / 7.38 eV. As for the total charge: -1. The value obtained for the energy above the lowest of the compared OMol25 structures with the same formula, charge and spin is 3.0 kcal per mole.

XYZ file:
```
37
C10H9ClCuN11O4Se (ωB97M-V/def2-TZVPD)
Cu 0.375 -2.399 0.447
N 0.710 -0.517 -2.279
C 1.597 -0.319 -1.236
N 2.567 0.574 -1.255
N 3.183 0.429 -0.056
N 2.615 -0.493 0.639
N 1.591 -1.004 -0.091
C -0.545 -1.050 -2.052
N -1.612 -0.789 -2.789
N -2.618 -1.439 -2.165
N -2.178 -2.059 -1.122
N -0.842 -1.837 -1.023
H 0.755 0.174 -3.008
C 1.171 1.560 2.687
N 0.060 1.266 1.797
C -0.684 0.141 1.787
Se -0.427 -1.404 2.784
N -1.612 0.281 0.819
C -1.408 1.466 0.123
C -2.014 2.001 -1.002
C -1.519 3.214 -1.453
C -0.461 3.862 -0.807
C 0.148 3.317 0.312
C -0.347 2.102 0.759
H 1.349 0.686 3.303
H 0.917 2.420 3.309
H 2.065 1.760 2.101
H -2.148 -0.507 0.477
H -2.796 1.468 -1.528
H -1.946 3.658 -2.344
H -0.097 4.801 -1.204
H 0.990 3.798 0.793
O 0.580 -5.759 -0.598
Cl 0.643 -5.083 0.652
O 0.714 -5.989 1.745
O -0.546 -4.195 0.806
O 1.768 -4.136 0.672
```

=====

This record from the Open Molecules 2025 dataset describes 2 unconnected molecules or ions with the total composition C7H10FNS. The level of theory is ωB97M-V/def2-TZVPD.

Its largest force on an atom is 0.0544 hartree/bohr. Its gap between HOMO and LUMO is 9.01 eV. As for the total charge: 0. The value obtained for the energy above the lowest of the compared OMol25 structures with the same formula, charge and spin is 0.0 kcal per mole.

XYZ file:
```
20
C7H10FNS (ωB97M-V/def2-TZVPD)
C -1.452 1.892 0.304
C -1.388 0.695 0.892
C -0.803 -0.641 0.710
C 0.085 -1.254 1.746
C 1.051 -2.041 1.265
F 2.021 -2.612 1.943
S 1.006 -2.406 -0.454
C -0.411 -1.263 -0.626
C -1.704 -1.606 -0.014
H -1.945 2.704 0.768
H -0.997 2.052 -0.594
H -1.804 0.654 1.894
H 0.090 -1.008 2.799
H -0.268 -0.730 -1.571
H -2.516 -1.140 -0.484
H -2.097 -2.521 0.414
N 3.204 0.322 -1.250
H 3.648 -0.403 -0.676
H 2.444 0.545 -0.629
H 2.830 0.152 -2.169
```

=====

This record from the Open Molecules 2025 dataset describes 2 unconnected molecules or ions with the total composition C9H14S. The level of theory is ωB97M-V/def2-TZVPD.

Its largest force on an atom is 0.0204 hartree/bohr. Its gap between HOMO and LUMO is 9.82 eV. As for the total charge: 0. The value obtained for the energy above the lowest of the compared OMol25 structures with the same formula, charge and spin is 5.0 kcal per mole.

XYZ file:
```
24
C9H14S (ωB97M-V/def2-TZVPD)
C -0.491 -2.756 -0.078
C -0.539 -1.628 0.911
C -1.109 -0.407 0.611
C -0.918 0.676 1.474
C -0.443 0.483 2.749
C -0.024 -0.791 3.111
C -0.040 -1.824 2.205
H -1.423 -3.313 -0.093
H 0.331 -3.428 0.171
H -0.306 -2.449 -1.115
H -1.592 -0.208 -0.340
H -1.138 1.664 1.087
H -0.384 1.276 3.484
H 0.369 -0.929 4.112
H 0.323 -2.807 2.470
C 0.835 1.428 -3.096
C 0.622 1.596 -1.611
S 0.960 3.298 -1.057
H 1.814 1.790 -3.403
H 0.066 1.962 -3.665
H 0.704 0.378 -3.391
H -0.381 1.359 -1.276
H 1.282 0.939 -1.039
H 1.480 3.694 -2.223
```

=====

The lowest energy above the lowest of the compared OMol25 structures with the same formula, charge and spin belongs to which entry? C7H10FNS

=====

Which formula does entry 4 have? C7H10FNS